Here is one molecule with the formula C6H12O from the Open Molecules 2025 dataset. Energies are from ωB97M-V/def2-TZVPD.

```
19
Properties=species:S:1:pos:R:3:forces:R:3:mulliken_charge:R:1
C 1.90917 -0.94132 -0.27701 -0.31 0.01 -0.12 -1.27
C 1.26475 0.27533 0.26342 0.17 -0.15 -0.32 0.73
O 1.98256 0.76895 1.29169 0.34 0.64 1.03 -0.51
C 0.17451 1.13781 -0.21200 -0.27 -0.01 0.07 -0.99
C -1.13936 0.89035 0.59744 0.19 0.04 -0.06 -0.52
C -1.91284 -0.18894 -0.17470 -0.10 0.54 0.21 -0.37
C -0.95853 -1.25878 -0.60630 -1.45 -0.96 -0.25 -1.03
H 2.99851 -0.79771 -0.34674 -0.20 -0.04 -0.23 0.41
H 1.41233 -1.20172 -1.21470 0.41 -0.04 -0.08 0.30
H 1.73829 -1.78717 0.39832 0.12 -0.03 -0.06 0.27
H 1.70261 1.67837 1.48629 0.06 -0.36 0.02 0.32
H 0.47211 2.19979 -0.11029 -0.01 -0.18 -0.19 0.42
H -0.02657 0.88060 -1.25803 0.01 0.38 0.01 0.29
H -0.88267 0.49129 1.58884 0.03 0.19 -0.15 0.28
H -1.70749 1.81777 0.75667 -0.02 -0.20 -0.16 0.37
H -2.38710 0.29250 -1.04250 0.14 -0.16 0.11 0.30
H -2.72739 -0.56485 0.46380 0.18 -0.10 -0.16 0.33
H -1.05591 -1.56871 -1.65321 0.42 0.19 0.22 0.36
H -0.85696 -2.12359 0.04902 0.30 0.24 0.10 0.33
```
Forces are in eV/Å.

The LUMO energy (alpha / beta) is 0.53 / 0.84 eV. As for the highest occupied orbital energy (alpha / beta): -6.2 / -8.1 eV. The value obtained for the relative energy (zero: lowest compared OMol25 entry of this formula, charge and spin) is 4.0735 eV. The calculation puts the total energy at -8460.2804 eV.

---

Here is a 4-piece molecular cluster, C4H10NO2 overall from the Open Molecules 2025 dataset. Energies are from ωB97M-V/def2-TZVPD.

```
17
Properties=species:S:1:pos:R:3:forces:R:3:mulliken_charge:R:1
C 3.94214 0.66008 -0.01221 0.59 -0.14 -0.74 0.58
C 0.50662 -0.56720 -1.25136 -1.97 -1.58 -0.60 -0.86
C 1.30600 -2.19722 0.30376 3.08 -2.38 -1.94 -0.05
C 0.51638 -0.16887 1.23845 1.46 0.79 -0.70 -0.79
N 0.82243 -1.06633 0.08479 -1.00 0.78 1.01 0.10
O 4.79145 1.39057 -0.02374 2.66 2.70 0.52 -0.26
O 3.13085 -0.12718 -0.12999 -2.45 -2.24 0.08 -0.32
H 0.21302 6.11396 -0.74010 1.11 -2.63 -0.55 0.09
H 0.77355 0.44984 -1.49590 0.36 0.10 0.48 0.33
H 0.70186 -1.28356 -2.07952 0.72 0.45 0.86 0.29
H -0.56847 -0.68191 -1.15522 -0.60 0.86 -0.65 0.45
H 1.74530 -2.55490 1.28068 -1.35 0.50 -0.91 0.32
H 1.65755 -2.75378 -0.66619 -0.90 0.71 2.14 0.21
H 0.53973 5.34400 -0.90324 -1.11 2.63 0.55 -0.09
H 0.31308 -0.70646 2.13491 -0.39 -0.71 0.37 0.37
H 1.52205 0.24749 1.34814 -0.52 0.71 0.47 0.31
H -0.23704 0.61223 1.06572 0.30 -0.55 -0.39 0.33
```
Forces are in eV/Å.

The LUMO energy is -4.66 eV. The charge is +1. As for the highest occupied orbital energy: -16.0 eV. The value obtained for the relative energy (zero: lowest compared OMol25 entry of this formula, charge and spin) is 3.0233 eV. The calculation puts the total energy at -9886.5646 eV.

---

Here is C22H34MoN2O4P2S as an isolated structure from the Open Molecules 2025 dataset. Energies are from ωB97M-V/def2-TZVPD.

```
66
Properties=species:S:1:pos:R:3:forces:R:3:mulliken_charge:R:1
Mo 0.38380 0.03020 0.42353 -2.35 0.42 -0.59 0.29
P -1.96763 -0.69890 1.62126 1.46 0.39 -0.31 1.72
P 1.71868 0.96993 -1.51092 0.61 -0.63 0.59 1.36
N 0.34020 -1.60167 -0.22144 -0.11 -2.11 -1.78 -0.59
H -1.27829 0.42230 1.05202 0.91 2.13 -1.92 -0.23
C -3.45899 -0.78832 0.63604 -0.37 -0.23 -0.13 -1.15
H -4.28186 -1.03171 1.32071 0.02 -0.03 -0.26 0.44
H -3.34055 -1.59121 -0.10167 -0.04 0.19 0.13 0.33
H -3.68679 0.14090 0.10740 0.15 -0.15 0.18 0.27
C -2.31929 0.16564 3.12212 -0.56 0.13 0.93 -1.48
H -3.36145 -0.02341 3.39204 0.06 0.12 0.30 0.52
H -2.11885 1.23602 3.05713 -0.07 -0.11 -0.19 0.28
H -1.66076 -0.23629 3.89521 -0.08 0.01 0.03 0.38
C -1.54495 -2.31549 2.05010 -0.50 -2.22 0.84 -1.35
H -2.29283 -2.66918 2.76314 -0.11 -0.31 0.15 0.51
H -0.56925 -2.40590 2.50986 0.24 0.25 0.03 0.22
H -1.57729 -2.97466 1.19082 0.11 -0.03 -0.25 0.37
C 1.54149 1.39242 -3.26477 -0.15 -0.01 -0.30 -1.45
H 2.51663 1.40471 -3.75106 0.14 0.00 0.10 0.46
H 1.07173 2.36720 -3.34129 0.03 -0.01 -0.09 0.41
H 0.91773 0.66735 -3.78708 -0.07 -0.01 0.12 0.33
C 2.71733 2.34983 -0.84702 0.11 0.15 -0.29 -1.05
H 3.46987 2.66517 -1.58290 -0.08 -0.01 0.23 0.44
H 3.21100 1.98488 0.05951 -0.05 0.14 -0.09 0.23
H 2.06974 3.19956 -0.60255 0.25 -0.20 -0.04 0.10
C 2.95195 -0.39092 -1.58422 0.25 0.13 -0.27 -1.06
H 3.78924 -0.10324 -2.23768 -0.11 -0.14 0.14 0.49
H 2.44981 -1.27753 -1.99659 0.21 0.20 0.15 0.28
H 3.33329 -0.62484 -0.57845 -0.22 0.05 -0.40 0.17
C 0.61937 -2.87721 -0.67966 -0.54 1.22 0.74 -0.25
C 0.15436 -4.80906 -2.04031 0.29 -0.20 0.06 -0.43
C -0.09876 -3.47217 -1.73177 0.17 -0.32 0.19 -0.49
C 1.60655 -3.59703 -0.00232 -0.13 -0.38 0.01 0.18
C 1.83780 -4.92945 -0.32511 0.06 0.37 0.11 -0.56
C 1.12291 -5.56307 -1.34892 0.02 0.17 0.12 -0.50
H -0.40645 -5.29947 -2.82580 -0.06 0.08 -0.08 0.36
H -0.85219 -2.85639 -2.22195 0.11 -0.35 -0.07 0.41
H 2.08023 -3.02994 0.79821 0.25 -0.59 -0.09 0.24
H 2.58429 -5.45907 0.25173 0.04 -0.19 -0.09 0.38
H 1.34052 -6.62505 -1.57292 -0.35 0.83 0.00 0.34
C -1.26216 3.01692 -1.01891 1.83 -2.88 -1.21 0.90
O -0.62336 2.38519 -1.89547 -1.86 2.18 1.77 -0.46
C -2.74821 2.86180 -0.94608 -0.06 1.18 -0.58 -1.14
H -3.13720 3.80727 -0.58168 -0.37 0.27 -0.12 0.42
H -3.14032 2.13140 -0.24836 0.48 -0.42 0.05 -0.01
H -3.08264 2.68301 -1.97174 -0.24 -0.19 0.33 0.30
C -0.50728 3.79465 0.01652 -0.12 0.52 0.10 -0.62
H 0.24480 4.38286 -0.52147 -0.07 -0.02 0.33 0.31
H -0.02364 3.18138 0.79698 -0.14 -0.21 -0.55 -0.19
H -1.16539 4.44245 0.59195 -0.04 0.25 -0.12 0.44
O 0.06571 2.34444 2.91006 1.29 -0.10 0.70 -0.71
C 1.04863 1.59710 3.05511 -1.80 -0.89 -2.18 0.12
N 1.27268 0.57865 2.14789 1.21 -0.79 1.63 0.31
S 2.43938 -0.61364 2.65289 -1.66 2.55 -0.72 1.04
O 1.74976 -1.78105 3.15249 0.64 0.29 -0.40 -0.63
O 3.49210 -0.70879 1.66063 -0.66 -0.37 0.89 -0.64
C 2.88390 0.45608 3.95654 1.44 -0.43 0.91 0.43
C 3.99242 0.22922 4.75068 -0.03 0.30 0.22 -0.55
C 4.31863 1.20213 5.70549 -0.24 0.03 -0.16 -0.63
C 3.51198 2.35665 5.82393 0.54 -0.44 0.20 -0.48
C 2.39281 2.54355 5.01098 0.17 -0.20 0.01 -0.53
C 2.08896 1.58370 4.05786 0.95 0.08 1.13 -0.38
H 4.58233 -0.67379 4.57866 -0.05 0.34 0.26 0.48
H 5.20671 1.04006 6.33327 -0.53 0.31 -0.25 0.38
H 3.79574 3.10968 6.56412 -0.20 -0.22 -0.28 0.38
H 1.75981 3.41590 5.07011 0.05 0.15 0.14 0.54
```
Forces are in eV/Å.

The LUMO energy (alpha / beta) is 0.02 / -0.02 eV. The spin multiplicity is 3. As for the highest occupied orbital energy (alpha / beta): -4.9 / -5.5 eV. The value obtained for the relative energy (zero: lowest compared OMol25 entry of this formula, charge and spin) is 2.8541 eV. The calculation puts the total energy at -65800.3188 eV.

---

Here is C33H42N5O4SSiTi as an isolated structure from the Open Molecules 2025 dataset. Energies are from ωB97M-V/def2-TZVPD.

```
87
Properties=species:S:1:pos:R:3:forces:R:3:mulliken_charge:R:1
Ti -0.08158 -1.67461 1.64305 0.33 -0.48 0.22 -0.22
C -1.67216 -0.83880 4.10237 -0.03 -0.01 0.00 -1.27
N -0.28679 -1.30880 3.85094 -0.11 -0.11 -0.08 0.66
C 0.63146 -0.34518 4.48205 0.02 0.03 -0.05 -0.91
C -0.11703 -2.65451 4.46496 0.01 0.03 -0.01 -0.69
C -0.91415 -3.64059 3.65794 0.03 -0.03 0.03 0.94
C -1.51310 -4.75442 4.22927 0.03 0.01 -0.02 -0.97
C -2.27365 -5.60460 3.43957 0.01 0.02 -0.02 -0.65
C -2.46036 -5.32343 2.09256 0.00 0.01 0.00 -0.96
C -1.87428 -4.19852 1.52768 0.02 -0.02 0.01 -0.19
C -1.07052 -3.35852 2.29777 -0.14 -0.01 0.01 0.94
H -1.85795 -0.82907 5.18062 -0.01 0.02 -0.02 0.45
H -2.39333 -1.49427 3.61740 0.04 0.05 0.03 0.37
H -1.77724 0.17522 3.71929 -0.02 -0.03 0.01 0.33
H 0.41735 -0.27698 5.55359 0.02 0.01 -0.03 0.39
H 0.49751 0.63513 4.02707 0.01 -0.02 0.01 0.11
H 1.65900 -0.66709 4.34761 0.06 -0.01 0.01 0.15
H -0.43202 -2.62220 5.51468 0.02 -0.02 -0.04 0.51
H 0.95004 -2.89274 4.44403 -0.02 0.00 0.00 0.15
H -1.40019 -4.95141 5.28863 0.01 -0.01 0.01 0.48
H -2.74323 -6.47267 3.88136 -0.01 -0.02 0.01 0.41
H -3.08083 -5.97003 1.48623 0.00 -0.01 0.00 0.46
H -2.06290 -3.97453 0.48436 0.00 0.01 0.01 0.53
C -1.80530 8.09485 -3.49319 0.01 0.00 0.00 -1.47
C -1.37613 6.77382 -2.92289 -0.01 0.03 -0.01 0.94
C -0.47890 6.71945 -1.85527 0.01 -0.03 0.00 -0.94
C -0.05333 5.50980 -1.34237 -0.02 -0.03 -0.03 -0.54
C -0.53881 4.33228 -1.90134 0.03 0.03 -0.04 -0.16
C -1.43032 4.35732 -2.96371 -0.03 0.04 0.05 -0.27
C -1.84546 5.58181 -3.46404 0.01 -0.04 0.00 -0.87
S 0.03091 2.79515 -1.28321 -0.14 -0.07 -0.09 1.83
O 1.46098 2.71146 -1.28498 0.13 0.01 -0.01 -0.78
O -0.70707 1.75771 -1.97867 0.05 0.01 -0.02 -0.61
N -0.39278 2.84849 0.29713 0.00 -0.05 -0.03 -0.17
C -1.79218 2.66810 0.67670 -0.02 0.02 0.05 -1.09
C -2.40772 1.29560 0.39671 -0.09 0.01 0.00 -0.71
C -1.67414 0.11672 0.94929 0.09 0.13 0.02 0.80
O -2.13492 -1.03384 0.92786 -0.09 0.07 -0.01 -0.51
O -0.46795 0.26449 1.43728 -0.06 0.09 -0.09 -0.88
H -1.79151 8.87665 -2.73598 0.00 0.01 0.01 0.39
H -2.80721 8.03753 -3.91429 -0.02 0.00 -0.01 0.38
H -1.12701 8.39763 -4.29324 0.00 0.00 0.00 0.29
H -0.11090 7.64044 -1.42403 0.02 0.04 0.02 0.39
H 0.64365 5.47136 -0.51708 0.03 0.00 0.03 0.45
H -1.79620 3.43107 -3.38158 0.00 -0.03 -0.02 0.51
H -2.54828 5.61071 -4.28659 0.00 -0.01 -0.02 0.38
H 0.25826 2.27654 0.82320 0.02 0.04 0.03 0.20
H -2.38113 3.42412 0.15452 0.00 0.00 0.01 0.43
H -1.85227 2.90823 1.73911 -0.01 -0.02 -0.02 0.48
H -2.47206 1.12681 -0.68043 -0.04 -0.03 0.04 0.21
H -3.43083 1.24629 0.77747 0.02 0.04 0.00 0.55
C 3.97886 -1.65037 3.85750 -0.06 -0.01 -0.01 -1.26
Si 3.34958 -1.22109 2.13283 -0.02 0.01 -0.04 0.17
C 4.70019 -1.58540 0.89925 0.05 0.01 0.00 -1.27
C 2.92512 0.61169 1.99017 -0.08 0.00 0.01 -0.46
C 1.87810 -2.33327 1.66944 -0.03 0.23 0.10 -0.48
H 4.97368 -2.08995 3.77769 0.03 -0.03 -0.01 0.39
H 3.35114 -2.38488 4.36383 -0.02 -0.02 0.05 0.35
H 4.07017 -0.77975 4.50733 -0.02 0.05 0.02 0.41
H 5.60087 -1.01828 1.14230 0.04 0.01 -0.01 0.34
H 4.39547 -1.30546 -0.11073 -0.01 0.00 -0.04 0.35
H 4.96228 -2.64460 0.89369 0.01 -0.02 0.01 0.35
H 3.32410 1.01673 1.05941 0.01 0.02 -0.06 0.37
H 3.36108 1.18737 2.80799 0.03 0.01 0.02 0.47
H 1.85181 0.81034 1.98558 0.01 0.00 0.05 -0.42
H 1.91263 -3.25071 2.27491 -0.05 0.06 0.03 0.54
H 2.12026 -2.63841 0.64712 -0.03 -0.06 0.06 0.61
N 0.00860 0.51280 -8.89214 -0.01 0.06 -0.11 -0.47
C 0.03529 0.06640 -7.83572 0.03 -0.08 0.14 -0.06
C 0.07055 -0.49208 -6.50953 0.02 0.05 -0.01 0.54
C -0.46335 -1.75478 -6.27267 -0.02 -0.03 0.02 -0.83
C -0.45087 -2.27773 -4.99191 -0.05 0.04 -0.06 -0.65
C 0.10760 -1.53761 -3.96138 -0.01 0.00 0.06 0.64
C 0.66628 -0.28974 -4.18917 -0.03 -0.01 -0.06 -0.18
C 0.63674 0.23703 -5.46712 0.01 0.00 -0.02 -0.93
N 0.10120 -2.07831 -2.63777 0.07 0.05 0.05 0.33
C 0.29976 -3.39952 -2.29614 0.00 -0.03 -0.02 -0.86
C 0.23716 -3.45850 -0.94706 0.00 -0.04 0.10 -1.28
N -0.00820 -2.19260 -0.44890 0.03 0.02 -0.30 0.69
C -0.07926 -1.38851 -1.49715 -0.04 0.04 0.04 -0.49
H -0.90153 -2.31610 -7.08547 0.00 0.00 -0.01 0.47
H -0.89830 -3.24275 -4.80001 -0.01 -0.02 0.03 0.50
H 1.12049 0.27250 -3.38864 0.02 0.04 0.11 0.58
H 1.06389 1.21075 -5.66105 0.00 0.01 0.00 0.49
H 0.48887 -4.16116 -3.02883 0.01 -0.01 -0.05 0.55
H 0.35411 -4.30979 -0.29971 0.01 0.00 0.00 0.80
H -0.25975 -0.32223 -1.47738 -0.02 -0.01 -0.07 0.43
```
Forces are in eV/Å.

The LUMO energy is -3.18 eV. The charge is +1. As for the highest occupied orbital energy: -11.7 eV. The value obtained for the relative energy (zero: lowest compared OMol25 entry of this formula, charge and spin) is 0.0000 eV. The calculation puts the total energy at -92368.6372 eV.